Computed, not measured: a 5-piece molecular cluster, C24H49BBrO10S overall, with wB97M-V/def2-TZVPD.

```
86
Properties=species:S:1:pos:R:3:forces:R:3
H 5.667166 -2.347068 -3.942198 0.003 0.001 -0.006
C -1.674653 0.514884 -0.062092 0.063 -0.212 -0.022
H -5.067025 2.136703 -3.681340 -0.019 -0.036 0.018
O -2.357824 -0.425045 -0.832355 0.092 0.026 -0.006
H -0.524198 0.982289 -1.763624 0.058 0.079 0.008
C 1.158796 -0.565853 0.859013 -0.024 -0.011 0.025
H 5.149593 -0.996361 -4.959033 -0.012 -0.002 -0.008
C 8.727602 1.404234 1.776043 0.013 -0.152 -0.069
H 4.668236 2.608321 -3.710998 0.009 0.000 -0.012
H 6.863665 -1.572377 1.296015 0.016 0.008 -0.006
O -8.844749 2.285879 -5.452372 0.023 0.010 0.025
C 0.650487 -0.354539 -0.558519 0.069 -0.017 -0.090
O -6.971340 2.101180 -4.324028 0.004 0.073 -0.045
H -1.378993 -3.934188 2.041091 -0.015 -0.007 -0.011
H -2.959492 -3.537041 2.693669 0.008 0.000 -0.033
C 0.695179 -5.571460 4.066550 0.004 0.025 -0.001
C 4.152393 -1.119991 -3.038185 -0.004 -0.001 0.002
C -6.309106 2.369547 -1.960260 -0.115 -0.079 -0.008
C -0.320145 0.812597 -0.702911 -0.035 0.039 0.037
O 5.069655 -0.321410 -2.278092 0.015 0.083 -0.043
H -4.327803 -0.090710 1.529148 0.017 0.010 0.080
C -8.512772 3.960825 -3.810103 0.007 -0.003 -0.015
H -2.187362 2.511807 -0.678845 -0.011 -0.030 -0.012
H -4.574606 -0.782438 -0.502667 0.021 0.057 -0.056
Br 2.810525 0.443786 1.195691 -0.032 0.078 -0.001
H 4.096985 -2.400100 -4.757908 0.002 -0.001 0.005
H -3.790986 -1.019017 4.239966 -0.104 0.053 0.165
O -1.518473 -1.905716 3.976688 0.149 0.032 0.114
C 5.351886 0.960777 -2.586039 -0.142 -0.114 0.142
C 6.452296 -0.640316 0.905682 -0.060 -0.056 0.036
C 8.255238 2.195566 0.582808 0.046 0.077 -0.008
C 4.855582 1.552039 -3.882977 0.001 0.019 0.018
C -1.350600 -3.091549 3.979186 -0.001 -0.027 -0.146
H -1.595916 2.249913 1.891865 0.026 0.042 -0.046
H -5.862524 3.708291 -3.614502 0.026 -0.010 -0.002
C -8.117260 2.730409 -4.598875 -0.023 -0.045 0.010
H 0.144048 -1.267637 -0.886011 -0.077 0.036 0.050
O -3.847698 1.344774 -0.362479 0.020 0.086 0.141
H -4.994923 0.277719 4.354220 0.040 0.024 -0.021
C -1.996501 -3.977354 2.939676 -0.017 0.037 0.037
H -6.357962 1.295026 -1.787201 0.000 0.003 0.005
H 8.412148 1.595938 -0.314226 -0.035 0.006 -0.006
H 6.070268 1.367226 1.626400 -0.003 -0.029 0.005
H -5.499076 2.736690 -1.331293 -0.003 -0.041 0.024
B -3.775546 0.007489 -1.039366 -0.178 -0.006 -0.075
H 5.942941 0.127297 2.857738 0.055 -0.032 0.019
H -2.660404 3.520580 1.299246 -0.021 -0.010 0.042
H -9.168854 3.634905 -3.002056 0.007 0.007 0.004
H 7.207069 2.472428 0.601280 0.025 0.029 -0.025
O -0.520756 -3.625763 4.909393 -0.087 0.002 0.019
H 0.021243 -5.158857 6.068717 0.009 -0.010 -0.008
C -4.535512 -0.450846 3.683543 -0.029 -0.110 -0.129
H 0.465047 -0.215229 1.617664 -0.027 -0.042 -0.021
H 5.659531 1.466380 -4.615764 -0.009 -0.005 -0.006
C -3.857328 0.192603 2.469766 0.052 -0.066 -0.038
H 1.512187 -0.214305 -1.216746 -0.006 -0.080 -0.027
H 3.829563 -1.885824 -2.335235 -0.014 -0.001 -0.006
H 1.641597 -5.045569 4.190648 0.000 -0.002 -0.007
H 7.012950 -0.345886 0.019513 -0.023 0.027 -0.004
H -1.281008 -5.563702 4.963855 -0.004 0.014 0.002
H -2.122154 -5.016982 3.226373 -0.004 -0.005 0.001
H 0.125132 1.729408 -0.295397 -0.006 -0.048 0.067
O 9.873883 1.418598 2.143994 -0.055 0.075 0.043
C -2.586624 1.757359 0.030601 0.009 0.044 -0.147
H -5.318871 -1.140814 3.362904 -0.009 0.016 0.026
S -3.873597 1.999840 2.581324 -0.018 -0.024 0.016
H -7.250880 2.825689 -1.649001 0.014 0.039 -0.017
H -7.685115 4.508897 -3.371413 -0.004 0.006 -0.006
C 4.808760 -1.749307 -4.248300 0.017 0.003 0.014
C 6.501574 0.429440 1.973728 0.033 -0.101 -0.081
H 8.871437 3.087617 0.509928 0.041 -0.032 -0.002
C -5.990000 2.643472 -3.407639 0.046 0.003 0.009
H 3.270567 -0.537146 -3.305372 0.000 0.004 0.012
H -9.084687 4.606016 -4.471837 -0.011 -0.004 0.010
H -4.048350 0.115279 -2.248276 0.085 -0.048 0.012
C -2.563766 2.439191 1.415527 0.070 0.008 -0.015
H 3.966282 1.081571 -4.290083 -0.009 0.002 0.007
H -2.818657 -0.133833 2.430334 -0.045 0.025 0.036
H 5.419267 -0.808992 0.602995 0.022 0.000 -0.024
H -1.491259 0.106174 0.948098 -0.067 0.113 0.018
H 0.862238 -6.634758 4.245780 0.005 0.002 0.001
H 1.419408 -1.598824 1.070345 0.048 0.015 -0.026
O 6.024564 1.592920 -1.816647 0.119 0.028 -0.041
O 7.851599 0.620562 2.435389 -0.050 0.150 0.082
H 0.366407 -5.447178 3.034938 -0.007 -0.014 0.002
C -0.329640 -5.036145 5.044931 0.025 0.002 -0.014
```
Positions in Å, forces in eV/Å.

As for the total energy: -127715.02677 eV. For the molar mass, the calculation gives 620.429 g/mol. The total charge is -1.

Atom charges from the Löwdin analysis, given in e for atoms 1 to 4: 0.0829 -0.3569 0.1175 -0.0639


Computed, not measured: a 2-piece molecular cluster, C24H49FN2O10PSi overall at a distorted geometry, with wB97M-V/def2-TZVPD.

```
88
Properties=species:S:1:pos:R:3:forces:R:3
O 5.015144 0.696566 -5.023459 1.538 1.665 -3.683
C 0.399031 2.271159 0.912271 0.767 0.575 0.333
H 3.609026 3.832767 -0.073319 -1.049 1.924 -0.577
C -0.039472 -2.838131 -3.661617 1.356 1.441 -1.940
H -0.771845 -0.624863 -4.046293 0.668 -1.858 1.774
H -1.838237 0.777442 5.156875 -0.507 0.668 -1.538
C -3.563938 -0.884038 2.179502 -2.103 -0.451 0.364
C -5.698188 -1.737065 0.637791 -0.704 -0.749 0.210
O -1.487751 3.491791 3.141113 1.877 -5.865 0.909
C 3.627350 0.285183 1.879908 0.348 -0.034 0.108
H -0.334129 5.453331 -2.717026 2.129 0.657 0.364
H -0.565040 0.474030 -1.333494 -2.456 -0.753 0.441
C -0.051858 3.060185 -0.422814 0.898 0.830 -0.972
H -2.779167 -4.661708 -1.565187 2.147 -0.596 0.522
H 3.509124 5.733759 -0.600975 -0.877 -1.981 0.711
H 1.052885 6.655917 -1.989133 -0.966 -1.917 -1.292
Si 1.869982 4.253821 -1.878332 1.544 -1.677 -1.550
H -5.618775 -2.602768 -0.176870 0.020 2.122 1.604
H 2.710045 4.069414 -4.353431 1.189 -0.550 2.280
H -4.148834 -3.088810 1.828276 -1.506 2.031 0.239
C 2.406813 -0.844607 1.895970 2.277 -0.247 0.014
N -0.974905 -1.399452 1.654394 -0.284 -0.211 0.600
H -1.877349 -6.270176 -1.144133 0.450 2.557 -0.456
H -0.033296 -4.421335 3.094940 0.471 2.410 -0.383
H -2.264361 0.842453 -2.052060 1.237 -1.503 1.692
H -4.147228 0.141131 1.992136 1.747 -2.106 0.422
C -1.732337 -5.096295 -1.262791 0.445 -0.631 -0.122
H 0.984038 -3.295161 1.955734 -1.210 0.130 1.896
H 1.039774 -0.268099 3.462932 -0.050 -0.165 -0.704
H -1.872342 -2.964722 2.857728 1.823 2.064 0.138
H -6.841793 -1.753032 0.979763 2.547 0.101 -0.699
P -0.956866 1.988095 3.393530 -2.324 7.012 -0.076
O 0.316008 -3.754736 -2.532424 -4.067 -1.816 -0.364
H 3.193123 1.395362 1.873782 0.727 -2.452 -0.099
O 4.665470 0.260346 -3.081523 0.027 -0.051 5.207
F -1.022889 -1.529228 4.192054 0.327 -0.808 -3.011
H -3.596750 0.360577 -0.101699 2.691 -0.224 0.724
H 4.457702 0.830670 -0.237205 0.662 -1.733 1.542
C -0.473178 -1.344710 -3.143024 0.184 0.119 0.301
H 1.220088 5.919071 -3.718845 -0.888 -0.682 2.370
C -2.431401 0.228679 0.131646 -0.618 -1.571 -0.125
N 1.171185 -0.226415 2.449124 -1.461 -0.905 -1.516
H 0.513622 -0.853592 -2.684489 -2.190 -1.113 -0.807
H -5.498537 -0.673837 0.184674 -0.280 -2.200 0.766
C 4.321110 0.030787 -4.246568 0.755 0.625 -0.358
C 4.657146 0.043046 0.609245 -0.518 -0.301 0.718
H -0.590810 -2.087357 0.928347 0.077 0.088 0.259
H 0.751690 3.093194 1.703911 -1.018 -1.786 -1.663
H 2.181845 4.930707 0.543798 1.657 -0.128 -1.433
O -2.201284 1.208329 4.321122 3.626 0.069 0.031
C -0.925965 -2.236079 2.908827 -0.589 -3.657 1.386
C 3.133236 3.732091 -3.289517 -0.522 -1.117 -0.666
H -2.703652 -2.074234 0.466765 1.078 1.983 1.388
H -0.791797 -3.309792 -4.423537 1.232 0.683 1.811
O 0.550957 2.171617 4.244526 -1.721 -1.499 -1.763
H 4.235659 0.194472 2.891923 -1.313 0.128 -1.979
H 1.337207 2.133839 3.624680 -1.340 -0.156 0.663
H 2.291182 -1.318844 0.806500 -0.142 1.311 2.314
C -1.717095 -1.365761 -2.024991 1.230 0.090 -0.631
H 1.402395 1.679233 0.648907 -2.469 1.037 0.428
O -2.063300 1.348562 0.987746 1.295 -0.838 -0.292
C -0.027858 -0.225977 1.579724 1.953 2.585 -1.598
H -1.374419 -4.679811 -0.225079 -0.615 -0.506 -2.151
C 2.930547 4.747211 -0.348584 -0.718 0.177 0.891
H 0.982846 -2.697026 -4.261789 -2.230 -0.203 1.365
H -2.735986 -1.536883 -2.584655 1.902 0.117 1.255
C -0.750242 1.267871 1.594725 1.492 -0.863 0.232
H 4.444180 -1.031657 0.181659 0.578 2.197 0.650
O -0.671319 -5.762446 -3.500273 -0.026 5.841 6.348
C -4.733527 -2.058080 1.946413 0.253 0.289 -0.081
O 3.431103 -0.736691 -4.579259 -2.768 -2.238 -0.821
C -2.374087 -1.121348 1.108621 -2.859 0.827 -1.137
H 0.419275 -0.256500 0.466201 -1.031 -0.265 2.310
H 3.152263 2.539770 -3.344348 0.310 2.442 0.176
C 0.352832 -3.317206 2.943058 0.163 0.401 0.828
C -1.699028 0.100987 -1.305302 0.465 0.709 -1.060
H 1.014632 -3.062546 3.900808 -1.313 -0.395 -2.225
H -1.444453 -2.271703 -1.301560 -0.768 1.972 -1.324
H 0.001547 4.229684 -0.241077 -0.679 -2.354 0.086
O 0.982519 2.792825 -1.477629 -0.764 1.967 1.155
H -5.443878 -2.108037 2.881988 1.643 0.053 -1.733
H -3.315584 -0.911732 3.308574 0.099 0.108 -2.074
H -1.070263 2.786086 -0.910436 1.696 0.392 1.388
C 0.811754 5.677863 -2.625085 -0.158 1.482 -0.500
H 2.796580 -1.739899 2.572063 -0.926 1.788 -1.311
H 4.222249 4.108828 -3.087824 -2.078 -0.692 -0.579
C -0.658114 -4.857366 -2.490871 0.587 -3.957 -4.685
H 5.747962 0.061000 1.044255 -2.078 0.140 -1.232
```
Positions in Å, forces in eV/Å.

As for the total energy: -69007.82780 eV. For the molar mass, the calculation gives 603.718 g/mol. The total charge is -1.

Atom charges from the Löwdin analysis, given in e for atoms 1 to 4: -0.0446 -0.0897 0.0538 -0.1655